# 1
DFT (ωB97M-V/def2-TZVPD) results for a molecular structure, C39H43N4O3PSSiTi at a distorted geometry.

Geometry as XYZ:
```
93
C39H43N4O3PSSiTi | the OMol25 dataset | ωB97M-V/def2-TZVPD
Ti 0.3327 0.2042 -0.2911
C 3.3315 -3.4939 -0.6965
C 2.7696 -2.1046 -0.5407
O 1.6147 -1.9855 -0.1188
C 3.5760 -0.9963 -0.9960
C 3.1167 0.2773 -0.8923
C 3.5783 1.3806 -1.7822
N 2.2052 0.6213 0.0887
N 2.4895 0.0992 1.3803
C 1.4601 -0.2602 2.0605
O 0.2320 -0.3397 1.5585
C 1.6234 -0.4730 3.5206
C 0.5315 -0.9187 4.2557
C 0.6311 -1.1045 5.6300
C 1.8298 -0.8462 6.2771
C 2.9251 -0.3966 5.5433
C 2.8245 -0.2056 4.1752
H 2.6281 -4.2278 -0.3086
H 3.5344 -3.6998 -1.7515
H 4.2780 -3.5742 -0.1579
H 4.4420 -1.2140 -1.6103
H 3.9883 1.0028 -2.7178
H 2.7519 2.0644 -1.9757
H 4.3513 1.9501 -1.2575
H -0.4034 -1.1112 3.7442
H -0.2285 -1.4484 6.1926
H 1.9121 -0.9885 7.3478
H 3.8611 -0.1866 6.0454
H 3.6638 0.1517 3.5931
N -2.0119 0.6860 -0.1337
C -3.1515 -0.1071 -0.4900
C -4.3730 0.4943 -0.7668
C -5.4847 -0.2947 -1.0178
C -5.3865 -1.6811 -0.9673
C -4.1556 -2.2719 -0.7260
C -3.0219 -1.4930 -0.5220
P -1.3042 -2.1224 -0.4659
C -1.1172 -2.7592 -2.1746
C -1.9177 -2.3576 -3.2388
C -1.6493 -2.8031 -4.5300
C -0.5814 -3.6543 -4.7697
C 0.2251 -4.0594 -3.7112
C -0.0372 -3.6092 -2.4267
C -1.4421 -3.6444 0.5260
C -1.1423 -3.5208 1.8825
C -1.2539 -4.6115 2.7322
C -1.6553 -5.8412 2.2295
C -1.9392 -5.9770 0.8759
C -1.8309 -4.8845 0.0235
H -2.1411 1.6762 -0.2959
H -1.7860 0.5421 0.8449
H -4.4545 1.5757 -0.7639
H -6.4371 0.1759 -1.2304
H -6.2614 -2.2971 -1.1321
H -4.0690 -3.3532 -0.7230
H -2.7499 -1.6854 -3.0739
H -2.2814 -2.4806 -5.3485
H -0.3749 -3.9998 -5.7753
H 1.0621 -4.7246 -3.8892
H 0.6001 -3.9142 -1.6045
H -0.7994 -2.5647 2.2621
H -1.0136 -4.5047 3.7825
H -1.7364 -6.6970 2.8889
H -2.2432 -6.9378 0.4789
H -2.0435 -5.0032 -1.0333
C 0.3646 5.7428 -2.5395
Si 0.3199 6.0673 -0.7158
C -1.1626 7.1356 -0.3369
C 1.8676 6.9886 -0.2350
C 0.2009 4.5806 0.4404
C 0.1998 4.8559 1.8026
C 0.1133 3.8452 2.7562
C 0.0224 2.5479 2.3054
N 0.0148 2.2460 1.0054
C 0.1120 3.2169 0.0834
S 0.1160 2.5500 -1.5167
H 0.4094 6.7106 -3.0507
H -0.5223 5.2043 -2.8812
H 1.2393 5.1536 -2.8253
H -1.1299 8.0693 -0.9073
H -1.2044 7.3916 0.7256
H -2.0901 6.6154 -0.5925
H 1.9571 7.9211 -0.8009
H 2.7560 6.3833 -0.4354
H 1.8677 7.2397 0.8293
H 0.2721 5.8865 2.1412
H 0.1214 4.0598 3.8161
H -0.0526 1.7116 2.9918
C 0.8839 -0.3196 -3.2746
O 0.4383 -0.2692 -1.9427
H 0.0468 -0.5530 -3.9326
H 1.6399 -1.0967 -3.3808
H 1.3077 0.6434 -3.5618
```

The energy above the lowest of the compared OMol25 structures with the same formula, charge and spin is 2.139 eV. Its charge is 0. For the largest force on an atom, the calculation gives 0.0447 Eh/bohr. The LUMO energy comes out at 0.441 eV. The value obtained for the HOMO energy is -7.3 eV. The spin multiplicity is 1.

=====

# 2
DFT (ωB97M-V/def2-TZVPD) results for a molecular structure, C15H24AsN3O5STeTi at a distorted geometry.

Geometry as XYZ:
```
51
C15H24AsN3O5STeTi | the OMol25 dataset | ωB97M-V/def2-TZVPD
Ti 1.0570 0.3659 -1.4578
O 0.0419 3.2373 0.9512
C 0.0841 2.6303 -0.0937
O 1.1444 2.2652 -0.7692
C -1.1678 2.2315 -0.8831
C -2.2783 3.0247 -1.1349
C -3.0371 2.7229 -2.2654
C -2.6268 1.7231 -3.1520
C -1.5204 0.9752 -2.7887
N -0.9317 1.1610 -1.6220
C -0.6134 0.1742 -3.7197
O -1.0152 -0.4962 -4.6344
O 0.6359 0.3994 -3.3627
H -2.4778 3.8924 -0.5258
H -3.8892 3.3383 -2.5161
H -3.0960 1.5809 -4.1134
C 0.4309 -3.3974 -2.6213
As -0.1982 -2.0522 -1.3852
C -2.1079 -2.0586 -1.8110
C -0.2468 -2.9552 0.3393
S 2.8751 -0.9375 -1.7817
H -0.1322 -4.3198 -2.4612
H 1.4924 -3.5616 -2.4278
H 0.2804 -3.0354 -3.6393
H -2.4573 -3.0865 -1.6744
H -2.2926 -1.7495 -2.8381
H -2.6463 -1.4029 -1.1228
H -1.2742 -3.2545 0.5552
H 0.1516 -2.3118 1.1204
H 0.4031 -3.8296 0.2684
Te 3.4383 -2.5128 0.0300
C -1.2876 -0.1392 2.1366
N 0.0787 -0.0325 2.5960
C 0.3685 -0.4682 3.9449
C 1.0594 0.3300 1.7347
O 0.9312 0.0298 0.5106
N 2.1068 1.0380 2.1872
C 3.3725 1.0932 1.4667
C 1.9882 1.9138 3.3400
H -1.9026 0.6603 2.5591
H -1.7081 -1.1043 2.4312
H -1.3149 -0.0698 1.0463
H -0.1493 -1.4133 4.1202
H 0.0491 0.2520 4.7024
H 1.4348 -0.6506 4.0486
H 3.2702 0.6455 0.4786
H 4.1336 0.5346 2.0151
H 3.6642 2.1396 1.3657
H 0.9418 2.1638 3.4988
H 2.5247 2.8339 3.1062
H 2.4128 1.4823 4.2482
```

The energy above the lowest of the compared OMol25 structures with the same formula, charge and spin is 2.108 eV. Its charge is 0. For the largest force on an atom, the calculation gives 0.0268 Eh/bohr. The LUMO energy (alpha / beta) comes out at -1.125 / -1.119 eV. The value obtained for the HOMO energy (alpha / beta) is -6.5 / -6.5 eV. The spin multiplicity is 1.

=====

# 3
DFT (ωB97M-V/def2-TZVPD) results for a molecular structure, AsF6H20O10 at a distorted geometry.

Geometry as XYZ:
```
37
AsF6H20O10 | the OMol25 dataset | ωB97M-V/def2-TZVPD
As -0.6050 0.2622 0.5696
F 0.3647 0.2730 2.1488
F -0.3035 2.0165 0.5709
F -1.4246 0.3115 -0.9982
F -0.7214 -1.5827 0.6842
F -2.1599 0.3106 1.5798
F 0.9062 -0.0002 -0.3416
O 1.4381 -0.3789 -5.7882
H 0.9033 -1.0117 -5.3089
H 2.3283 -0.5265 -5.4691
O -1.2368 7.6246 -3.5738
H -1.3384 7.6330 -4.5255
H -1.5747 6.7707 -3.3038
O 5.1468 -0.5673 3.3297
H 5.1667 -0.8723 4.2368
H 4.2540 -0.2460 3.2040
O -0.8992 2.7967 6.4918
H -0.6788 2.1028 5.8703
H -0.0907 3.3005 6.5856
O -6.3744 -2.0582 3.4362
H -5.8660 -2.4563 4.1428
H -5.8941 -1.2602 3.2151
O -3.0469 3.8785 -3.9220
H -2.6627 3.1044 -3.5105
H -3.1211 3.6463 -4.8477
O -2.4957 -6.5348 -1.8352
H -2.5806 -5.9047 -1.1196
H -3.1111 -6.2268 -2.5005
O 4.2756 -4.6857 0.5374
H 4.6356 -4.0588 1.1648
H 4.1072 -4.1677 -0.2497
O 1.1037 -7.6323 2.5624
H 1.5340 -6.8624 2.1904
H 1.3429 -8.3486 1.9743
O 2.9793 7.2087 -2.0305
H 3.5778 7.1514 -2.7753
H 2.1213 6.9907 -2.3948
```

The energy above the lowest of the compared OMol25 structures with the same formula, charge and spin is 2.520 eV. Its charge is -1. For the largest force on an atom, the calculation gives 0.0525 Eh/bohr. The LUMO energy comes out at 2.345 eV. The value obtained for the HOMO energy is -9.2 eV. The spin multiplicity is 1.